A molecular structure, C19H22N7O5SiTl at a distorted geometry, computed with ωB97M-V with the def2-TZVPD basis set.

Geometry as XYZ:
```
55
Properties=species:S:1:pos:R:3:forces:R:3:nbo_charge:R:1
Tl -0.723457 0.744363 -0.432939 0.150 -0.050 -0.146 0.83
C 1.122830 -0.742766 3.360337 0.100 0.108 -0.028 -0.66
C 1.494435 0.665310 3.020121 -0.148 0.037 -0.036 0.36
N 1.024992 1.368310 2.017987 0.187 0.282 0.067 -0.47
C 1.663070 2.601670 2.087295 -0.135 -0.050 0.126 -0.05
C 2.513999 2.622707 3.171738 -0.091 -0.017 -0.076 0.02
N 2.383378 1.391719 3.738421 -0.052 -0.237 -0.051 -0.51
C 3.459712 3.582137 3.856223 0.198 0.545 -0.089 0.75
O 3.581960 4.736753 3.347480 -0.375 -0.414 -0.253 -0.76
O 4.020450 3.127156 4.866943 -0.049 0.028 -0.088 -0.74
C 1.387030 3.662503 1.069364 -0.155 -0.750 0.092 0.78
O 2.018551 4.804309 1.204496 0.662 0.468 0.689 -0.70
O 0.618717 3.454406 0.151042 0.091 0.156 0.021 -0.63
H 0.641111 -1.206485 2.501504 -0.026 0.011 0.002 0.25
H 0.438701 -0.778430 4.212514 0.011 -0.012 -0.047 0.22
H 2.010345 -1.330378 3.614580 -0.078 0.056 -0.027 0.22
H 2.922138 1.135625 4.548891 0.076 0.038 0.098 0.44
H 2.643814 4.837332 2.034673 -0.303 -0.220 -0.310 0.52
C -2.933004 -0.661748 -3.651821 0.023 -0.048 0.141 -0.64
C -1.574687 -1.310545 -3.570031 0.142 0.005 0.079 0.27
C -1.250266 -2.401985 -4.365804 0.052 0.041 0.017 -0.36
C 0.009519 -2.977013 -4.186567 -0.011 0.101 0.090 -0.15
C 0.880184 -2.478952 -3.245993 0.039 0.070 0.015 -0.35
C 0.499638 -1.353765 -2.451250 -0.016 0.138 0.117 0.42
N -0.726637 -0.797546 -2.677441 -0.080 -0.143 -0.048 -0.58
N 1.237994 -0.787320 -1.480282 -0.565 -0.075 -0.228 -1.20
Si 2.890990 -0.972977 -1.201744 0.336 0.060 0.110 1.83
C 3.455643 -2.680275 -0.618991 -0.095 -0.314 0.073 -1.13
C 3.926708 -0.592308 -2.732954 0.065 0.075 -0.292 -1.13
C 3.434619 0.220157 0.133979 0.036 0.161 0.169 -1.12
H -3.314606 -0.661973 -4.675112 0.008 -0.011 0.032 0.19
H -2.878278 0.362709 -3.279309 -0.009 -0.067 -0.055 0.22
H -3.639029 -1.208659 -3.016596 0.082 0.063 -0.049 0.25
H -1.959576 -2.799050 -5.081086 0.011 0.023 0.025 0.20
H 0.296992 -3.831889 -4.788458 0.040 -0.044 -0.001 0.19
H 1.852668 -2.933729 -3.085264 -0.117 0.018 -0.046 0.20
H 3.263229 -3.452221 -1.376711 0.056 0.100 0.156 0.22
H 2.906765 -2.969460 0.289368 0.122 0.036 -0.165 0.23
H 4.530042 -2.693874 -0.388293 -0.156 0.037 -0.031 0.22
H 3.759268 -1.335558 -3.524675 0.038 0.139 0.111 0.22
H 5.002639 -0.568149 -2.508165 -0.186 -0.022 -0.017 0.21
H 3.638119 0.388909 -3.135056 0.083 -0.165 0.057 0.23
H 3.118881 -0.122009 1.131130 0.091 0.123 -0.279 0.22
H 2.997683 1.215468 -0.030688 0.123 -0.230 0.068 0.25
H 4.529164 0.320927 0.142198 -0.169 -0.023 0.008 0.22
N -2.636741 -1.284712 2.428455 -0.129 -0.121 -0.083 -0.85
C -3.120019 -1.697316 1.196723 -0.154 -0.084 0.076 0.67
O -2.905512 -1.000761 0.199080 0.000 -0.066 -0.050 -0.71
C -3.897620 -2.911202 1.189367 -0.181 -0.301 0.030 -0.59
C -4.087931 -3.653533 2.385957 0.100 0.176 -0.387 0.32
N -4.196622 -4.232107 3.386448 -0.009 0.094 -0.084 -0.48
C -4.497005 -3.385342 -0.013796 0.160 0.136 0.327 0.34
N -5.005436 -3.794340 -0.970644 0.077 0.078 0.141 -0.45
H -2.582856 -1.942139 3.186547 0.007 -0.016 0.025 0.39
H -1.967297 -0.538658 2.398947 0.121 0.079 0.002 0.39
```
Forces are in eV/Å.

The calculation puts the total energy at -53306.560 eV. As for the multiplicity: 1. The net charge is -2. The gap between HOMO and LUMO comes out at 7.122 eV.

---

2 unconnected molecules or ions with the total composition C19H22NOS at a distorted geometry, computed with ωB97M-V with the def2-TZVPD basis set.

Geometry as XYZ:
```
44
Properties=species:S:1:pos:R:3:forces:R:3:nbo_charge:R:1
C 4.886206 -0.069701 -0.816390 0.049 0.264 -0.084 -0.42
N 3.492295 -0.516682 -0.826678 -1.210 1.081 -0.180 -0.29
C 2.399478 0.295736 -0.913092 1.506 -1.001 0.305 0.14
C 1.225724 -0.471368 -0.872228 -1.891 -0.029 0.021 -0.11
C -0.088247 0.041484 -0.812269 1.560 -0.576 0.238 0.09
C -1.306909 -0.717435 -0.862423 -0.668 -0.462 -0.181 -0.19
C -1.492554 -1.802255 -1.750993 0.377 0.441 0.247 -0.16
C -2.642393 -2.554321 -1.712753 -0.096 -0.077 -0.213 -0.22
C -3.638226 -2.267356 -0.791551 0.041 0.087 0.079 -0.13
C -3.500290 -1.182020 0.058166 -0.246 -0.182 0.201 -0.24
C -2.374252 -0.396759 0.007695 0.732 0.428 -0.344 -0.07
C 1.659005 -1.848826 -0.728752 0.248 -0.701 -0.123 -0.11
C 0.962825 -3.047179 -0.534589 0.144 0.358 0.037 -0.17
C 1.663842 -4.219588 -0.389628 0.205 -0.042 0.051 -0.19
C 3.060858 -4.226145 -0.425742 -0.269 -0.056 -0.045 -0.18
C 3.767480 -3.056740 -0.574706 0.430 0.877 -0.115 -0.23
C 3.067120 -1.854822 -0.718401 -1.085 -0.457 0.124 0.20
H 5.566106 -0.915390 -0.721239 -0.265 0.007 -0.015 0.24
H 5.111843 0.456981 -1.743168 -0.016 -0.075 0.005 0.23
H 5.057375 0.608855 0.019273 -0.069 -0.088 0.004 0.23
H 2.449183 1.365871 -0.992649 0.352 0.177 -0.013 0.24
H -0.174803 1.090464 -0.579555 -0.067 0.410 0.028 0.23
H -0.715464 -2.038030 -2.461408 0.065 -0.010 -0.117 0.23
H -2.773985 -3.372390 -2.402559 0.031 -0.095 -0.099 0.23
H -4.522549 -2.882935 -0.740347 -0.099 -0.054 -0.024 0.23
H -4.268881 -0.963727 0.782886 -0.096 0.111 0.017 0.24
H -2.286513 0.462665 0.653197 0.028 0.123 0.237 0.23
H -0.110652 -3.046484 -0.485321 -0.031 -0.132 0.048 0.23
H 1.127530 -5.143235 -0.241227 -0.028 -0.108 0.017 0.23
H 3.585439 -5.163468 -0.331360 0.120 -0.042 0.031 0.23
H 4.843398 -3.059788 -0.583272 0.233 -0.097 0.032 0.22
C -2.193769 4.798114 2.965338 -1.471 0.100 -0.098 -0.82
S -2.163995 3.348978 1.879808 3.304 -3.139 0.559 1.74
C -2.330717 4.064409 0.224853 -0.657 0.226 0.242 -0.83
C -0.470862 2.842694 2.020793 -2.942 0.198 -0.603 -1.15
O -3.181186 2.242048 2.154118 2.078 3.220 -0.503 -0.89
H -1.417797 5.506082 2.680090 0.131 -0.379 -0.312 0.26
H -3.161839 5.286825 2.908372 -0.235 0.155 -0.026 0.23
H -2.029554 4.487358 3.993015 0.114 -0.409 -0.135 0.27
H -1.541473 4.787086 0.027727 0.137 -0.070 0.325 0.25
H -2.286853 3.273357 -0.518013 0.082 -0.279 0.283 0.25
H -3.295837 4.555788 0.137659 -0.151 0.112 0.090 0.25
H 0.303289 3.400376 1.543366 -0.022 0.586 -0.301 0.22
H -0.259385 1.901460 2.473974 -0.351 -0.399 0.310 0.24
```
Forces are in eV/Å.

The calculation puts the total energy at -34422.763 eV. As for the multiplicity: 1. The net charge is +1. The gap between HOMO and LUMO comes out at 4.909 eV.

---

A molecular structure, C19H23AsNO4S4Se2W, computed with ωB97M-V with the def2-TZVPD basis set.

Geometry as XYZ:
```
55
Properties=species:S:1:pos:R:3:forces:R:3:nbo_charge:R:1
W -1.055660 1.326753 1.040708 0.387 -0.231 -0.481 0.67
O 3.716180 0.667133 4.406120 -0.020 0.022 -0.008 -0.72
C 2.937436 1.845174 4.355093 0.018 -0.054 0.018 -0.05
C 1.768220 1.584379 3.393675 0.045 -0.016 -0.007 -0.14
C 1.044062 2.905131 3.225887 -0.037 -0.034 -0.038 -0.06
O -0.278394 2.637984 2.712095 -0.136 0.112 0.084 -0.72
C 0.844693 0.555463 4.046195 -0.004 0.033 0.007 -0.58
Se -0.581240 -0.256861 2.967534 -0.058 0.156 -0.306 0.17
C 2.352207 1.085621 2.066209 0.036 -0.059 0.018 -0.58
Se 1.355359 1.431804 0.429127 -0.337 0.070 0.166 0.30
H 4.454666 0.791545 5.009731 0.000 0.002 0.000 0.49
H 3.525861 2.693877 3.984339 0.002 0.007 -0.001 0.17
H 2.544052 2.105396 5.344364 -0.003 0.004 0.006 0.18
H 1.572980 3.572478 2.541833 -0.016 0.001 -0.008 0.21
H 0.902824 3.395248 4.190902 0.047 -0.005 0.004 0.21
H -0.869344 3.388606 2.858897 0.009 0.002 -0.076 0.53
H 0.355211 0.995286 4.916733 -0.009 -0.001 -0.007 0.23
H 1.440676 -0.289739 4.386565 0.014 -0.002 0.002 0.26
H 2.491634 0.005839 2.107601 0.025 -0.013 0.046 0.24
H 3.330571 1.533305 1.893641 0.005 0.005 -0.008 0.25
S -3.113474 1.948197 2.533261 0.075 0.128 -0.247 -0.29
As -3.518867 3.180728 0.841969 -0.077 -0.127 0.147 0.96
S -2.736847 -0.320531 0.689043 0.153 0.035 0.039 0.14
S -1.557485 3.779941 0.324126 -0.065 -0.035 -0.017 -0.31
S -5.204700 3.382814 -0.205030 0.000 0.121 0.077 -0.26
C -0.892811 -3.434283 -3.930243 0.017 0.024 0.011 -0.25
O -0.779511 -2.874879 -2.630414 -0.024 0.006 -0.017 -0.53
C 0.468965 -2.593353 -2.168878 0.012 -0.048 -0.022 0.34
C 1.634796 -2.948043 -2.837110 0.009 -0.001 0.011 -0.29
C 2.877610 -2.757097 -2.246464 -0.033 0.001 -0.009 -0.19
C 2.963667 -2.223958 -0.973325 -0.007 -0.003 0.004 -0.23
C 1.802670 -1.828679 -0.328390 0.028 0.002 -0.016 -0.20
C 0.552144 -1.966069 -0.919708 -0.043 -0.021 -0.036 0.07
N -0.546405 -1.481070 -0.165213 0.004 -0.098 0.008 -0.63
C -1.920683 -1.353447 -0.596026 -0.027 0.115 -0.004 -0.15
C -2.174630 -0.544300 -1.830374 0.083 -0.117 0.030 -0.10
C -2.992358 -1.011615 -2.859808 0.010 -0.002 -0.044 -0.17
C -3.234566 -0.235179 -3.972298 0.025 0.029 0.011 -0.20
C -2.657577 1.035648 -4.079606 -0.028 -0.043 -0.004 -0.18
C -1.876502 1.530680 -3.060680 0.018 0.028 0.008 -0.25
C -1.663783 0.743945 -1.924853 0.016 0.004 -0.174 0.34
O -1.027083 1.297499 -0.883683 -0.133 -0.024 0.793 -0.69
H -1.956313 -3.542966 -4.121665 -0.007 -0.011 0.001 0.20
H -0.415965 -4.414776 -3.979711 -0.002 -0.007 0.001 0.19
H -0.457529 -2.772657 -4.682300 0.005 0.001 -0.001 0.19
H 1.578172 -3.413058 -3.809820 0.008 0.002 -0.007 0.23
H 3.770402 -3.055493 -2.778964 -0.006 0.001 0.000 0.22
H 3.922363 -2.109526 -0.485576 -0.010 -0.001 -0.003 0.22
H 1.841437 -1.420618 0.673829 0.012 0.000 -0.001 0.20
H -0.510108 -1.820131 0.786381 0.052 0.027 0.056 0.40
H -2.470208 -2.295259 -0.648860 -0.031 0.010 -0.011 0.23
H -3.412149 -2.006600 -2.780013 -0.005 0.013 0.000 0.22
H -3.862017 -0.613303 -4.768228 0.008 0.009 0.001 0.23
H -2.838041 1.641282 -4.957621 -0.004 -0.015 0.000 0.23
H -1.444607 2.521755 -3.100986 0.002 -0.005 0.005 0.24
```
Forces are in eV/Å.

The calculation puts the total energy at -266448.731 eV. As for the multiplicity: 1. The net charge is +1. The gap between HOMO and LUMO comes out at 5.043 eV.

---

A molecular structure, C19H23BrN2O6Pm at a distorted geometry, computed with ωB97M-V with the def2-TZVPD basis set.

Geometry as XYZ:
```
52
Properties=species:S:1:pos:R:3:forces:R:3:nbo_charge:R:1
Pm 7.362938 8.878943 11.292503 3.178 0.218 2.261 1.84
C 8.718671 10.662275 12.857739 0.726 -0.767 1.426 -0.41
C 7.812391 10.122621 13.838890 0.833 0.205 -1.355 -0.33
C 8.197388 8.799548 14.101650 -0.587 -0.623 0.194 -0.29
C 9.373247 8.528330 13.411780 0.567 0.978 -1.709 -0.31
C 9.735533 9.680486 12.648675 -0.708 0.019 0.010 -0.35
H 8.883279 11.698908 12.669431 -0.286 0.559 -0.342 0.23
H 7.095495 10.695879 14.369584 -0.819 0.237 0.122 0.23
H 7.610981 8.032712 14.618930 0.427 0.632 0.154 0.23
H 9.926715 7.628237 13.309684 0.146 -0.797 0.330 0.23
H 10.660890 9.841826 12.090597 -0.396 -0.197 0.118 0.23
O 6.606482 10.680433 10.159367 -0.426 1.558 -1.536 -0.71
C 6.867620 10.371840 8.965270 -0.642 0.319 -0.546 0.79
O 7.269642 9.235601 8.629331 0.198 0.088 0.109 -0.71
C 6.705124 11.412366 7.750436 1.853 -0.932 0.985 -0.13
N 7.572450 10.779883 6.639797 -0.110 -0.525 0.667 -0.54
C 6.821210 10.873505 5.325754 0.695 -0.357 -1.062 -0.23
C 5.556301 11.680062 5.618846 -1.399 -0.019 -0.132 -0.43
C 5.332473 11.573956 7.124087 -0.252 -0.435 1.209 -0.42
H 7.221804 12.332036 8.069347 -0.513 -0.128 -0.281 0.24
H 7.809743 9.807359 7.005406 -0.886 0.437 -0.396 0.49
H 8.494943 11.200520 6.606396 -0.040 0.501 -0.242 0.43
H 6.623743 9.849332 4.923828 0.106 0.798 0.630 0.24
H 7.509856 11.362977 4.600579 -0.630 -0.293 0.471 0.24
H 4.630159 11.293621 5.102657 1.222 0.256 0.292 0.25
H 5.610629 12.739072 5.364511 0.443 -0.128 -0.267 0.24
H 4.755032 10.643858 7.361225 0.158 0.973 -0.075 0.23
H 4.895789 12.485168 7.588911 -0.209 -0.857 -0.499 0.26
N 4.904596 5.191019 10.677862 0.155 -0.727 -0.070 -0.70
C 4.710049 5.936471 11.955358 0.577 -0.463 0.449 -0.32
C 5.399510 7.293708 11.868375 0.178 2.247 0.306 0.75
O 6.007294 7.816913 12.889208 -2.359 -2.247 -2.688 -0.64
O 5.388302 7.905461 10.715599 -0.933 -1.989 1.560 -0.73
H 4.513815 4.224156 10.727474 0.161 1.000 -0.033 0.44
H 5.948132 5.079125 10.478625 -0.005 0.430 -0.432 0.50
H 4.447015 5.721406 9.922790 0.461 -0.300 0.084 0.45
H 5.230522 5.392659 12.746906 -0.308 -0.079 -0.032 0.26
H 3.633370 5.951951 12.133929 0.212 0.479 0.278 0.25
Br 10.945469 6.920867 4.083498 0.108 -0.052 -0.287 0.09
C 10.105832 6.736759 5.752224 -0.708 -0.390 0.185 -0.07
C 9.186602 5.687887 5.957113 0.862 1.050 0.166 -0.25
C 8.617114 5.499165 7.218397 0.593 1.002 -0.388 -0.14
C 8.877135 6.433141 8.249052 0.113 -0.570 -0.683 -0.18
C 9.711540 7.525215 7.947228 -0.022 0.060 0.830 -0.15
C 10.378259 7.670393 6.730880 -0.115 -0.319 0.537 -0.28
C 8.288052 6.196269 9.638318 -0.106 0.610 0.407 0.83
O 7.543590 5.192816 9.825365 0.444 1.285 -0.015 -0.75
O 8.596371 7.094378 10.533161 -0.925 -1.371 -1.144 -0.78
H 9.022124 5.099580 5.074164 -0.389 -0.652 0.159 0.23
H 7.971982 4.660144 7.366541 -0.270 -0.305 0.306 0.24
H 9.870593 8.284442 8.715500 0.086 -0.390 -0.057 0.23
H 11.166376 8.411941 6.589685 -0.458 -0.028 0.028 0.24
```
Forces are in eV/Å.

The calculation puts the total energy at -121936.281 eV. As for the multiplicity: 5. The net charge is +1. The gap between HOMO and LUMO (spin up / spin down) comes out at 7.063 / 7.058 eV.